# C5H8O

A molecular structure, C5H8O (ωB97M-V/def2-TZVPD, the OMol25 dataset).

```
14
Properties=species:S:1:pos:R:3:lowdin_charge:R:1
H -2.454 0.969 0.076 0.1154
H 1.872 -1.334 -0.499 0.0961
H 1.849 1.119 -0.529 0.0571
C -0.297 -0.735 -0.510 -0.3322
H -0.430 1.376 -1.360 0.1382
C -1.492 0.627 0.477 -0.1333
C 1.051 -1.026 0.140 -0.0227
H -0.470 -1.301 -1.428 0.1447
C 1.075 0.962 0.226 0.0089
H 1.349 0.060 0.940 0.0568
C -0.284 0.786 -0.451 -0.2824
H 0.969 -1.701 1.009 0.1158
H -1.353 1.012 1.493 0.1196
O -1.385 -0.815 0.416 -0.0819
```

Calculated values
HOMO-LUMO gap	0.32860	Eh
highest occupied orbital energy	-8.01	eV
energy	-270.35767	hartree

# C5H8O

A single C5H8O molecule (ωB97M-V/def2-TZVPD, the OMol25 dataset).

```
14
Properties=species:S:1:pos:R:3:lowdin_charge:R:1
H 2.229 0.842 0.770 0.0991
H -1.510 0.306 -1.332 0.1396
C -0.294 -1.201 -0.266 -0.1363
O -1.855 0.421 0.632 -0.0430
C 1.328 0.392 0.359 -0.0994
C 0.258 1.189 -0.351 -0.1371
C -0.926 0.200 -0.418 -0.3792
H -0.043 2.112 0.162 0.1147
H 0.603 1.475 -1.354 0.1157
C 1.041 -0.910 0.379 -0.0979
H -0.973 -1.771 0.377 0.1129
H 1.684 -1.684 0.791 0.0993
H -1.355 0.392 1.459 0.0959
H -0.188 -1.762 -1.206 0.1157
```

Calculated values
HOMO-LUMO gap	0.38683	Eh
highest occupied orbital energy	-9.46	eV
energy	-270.53085	hartree